(1)
{
  "formula": "C7H8",
  "method": "ωB97M-V with the def2-TZVPD basis set",
  "species": ["C", "C", "C", "C", "C", "C", "C", "H", "H", "H", "H", "H", "H", "H", "H"],
  "positions_angstrom": [[2.95, 0.73, -0.29], [1.77, 0.88, -0.45], [0.31, 0.97, -0.52], [-0.32, -0.09, 0.42], [-0.14, -1.50, -0.16], [-1.73, 0.19, 0.71], [-2.88, 0.40, 0.99], [4.00, 0.60, -0.13], [-0.04, 0.82, -1.55], [-0.01, 1.97, -0.23], [0.23, -0.03, 1.37], [-0.78, -1.64, -1.04], [0.91, -1.64, -0.46], [-0.39, -2.26, 0.58], [-3.90, 0.58, 1.25]],
  "mulliken_charge": [0.069, -0.377, -0.868, 0.432, -1.336, -0.954, 0.182, 0.395, 0.312, 0.370, 0.250, 0.351, 0.367, 0.362, 0.443],
  "relative_energy_ev": 3.700,
  "largest_force_ha_per_bohr": 0.010,
  "mol_weight_g_mol": 92.1,
  "total_charge": 0,
  "homo_ev": -9.946,
  "gap_ha": 0.404,
  "smiles": "C#CC[C@H](C)C#C"
}

=====

(2)
{
  "formula": "C7H8",
  "method": "ωB97M-V with the def2-TZVPD basis set",
  "species": ["C", "C", "C", "C", "C", "C", "C", "H", "H", "H", "H", "H", "H", "H", "H"],
  "positions_angstrom": [[-0.43, 2.37, -0.06], [-0.18, 0.88, 0.02], [0.99, 0.39, 0.61], [1.23, -0.97, 0.56], [0.30, -1.84, 0.03], [-0.86, -1.37, -0.54], [-1.04, 0.02, -0.65], [-1.43, 2.52, -0.48], [0.24, 2.80, -0.81], [-0.21, 2.89, 0.87], [1.43, 1.03, 1.36], [2.04, -1.42, 1.13], [0.49, -2.90, -0.04], [-1.60, -1.92, -1.10], [-1.71, 0.40, -1.41]],
  "mulliken_charge": [-1.365, 0.881, -0.424, -0.413, -0.353, -0.472, -0.436, 0.353, 0.303, 0.349, 0.289, 0.321, 0.346, 0.334, 0.287],
  "relative_energy_ev": 0.498,
  "largest_force_ha_per_bohr": 0.036,
  "mol_weight_g_mol": 92.1,
  "total_charge": 0,
  "homo_ev": -8.952,
  "gap_ha": 0.370,
  "smiles": "Cc1ccccc1"
}

=====

no.,E_tot (eV)
1,-7385.0475
2,-7388.2495